A cluster of 2 separate species, C3H9O6S2 in total, computed with ωB97M-V/def2-TZVPD.

Structure (XYZ):
```
20
Properties=species:S:1:pos:R:3:forces:R:3
C 2.243363 -1.262461 0.637693 -0.6 1.1 -0.1
C 1.153983 -0.140580 0.654282 0.6 -0.8 -0.6
O 1.766967 1.119722 0.433782 0.0 -0.2 0.4
C 0.428786 -0.109812 2.012491 1.3 0.2 0.3
O -0.722955 -0.979542 2.077229 -0.3 0.7 -1.0
S -1.924726 -0.451641 1.054492 -0.7 0.2 -0.2
H 3.050461 -0.937987 1.310538 -0.2 -0.4 0.0
H 1.787399 -2.219309 0.922292 0.4 0.1 -0.1
H 2.641573 -1.284704 -0.386676 -0.1 -0.4 0.3
H 0.496527 -0.356314 -0.209906 -0.3 0.2 0.5
H 2.295533 1.032135 -0.369719 -0.2 0.2 0.0
H 1.130385 -0.515133 2.761138 -0.4 0.0 -0.2
H 0.210538 0.915753 2.358494 -0.3 -0.3 -0.5
H -1.948318 -1.438585 0.103861 0.5 0.7 0.0
H -1.459031 0.638580 0.275208 -0.5 -0.2 -1.0
O -3.287287 0.401589 -3.404577 0.1 0.0 0.3
S -2.229617 1.199168 -2.754804 0.4 -0.3 -1.6
O -0.925472 0.482904 -2.812558 0.2 -0.2 0.5
O -2.586171 1.372807 -1.295479 0.2 -0.5 2.5
O -2.121935 2.533409 -3.367781 0.0 -0.1 0.4
```
Positions in Å, forces in eV/Å.

HOMO-LUMO gap: 0.1796 Ha
E_HOMO: -3.120 eV
Charge: -1

An isolated molecule of C3H9OP, computed with ωB97M-V/def2-TZVPD.

Structure (XYZ):
```
14
Properties=species:S:1:pos:R:3:forces:R:3
C 0.214086 -0.939980 1.455228 -0.1 -1.4 1.0
P -0.458256 0.135749 0.121479 0.7 -1.3 0.6
C 0.753057 1.478592 -0.122182 2.3 0.0 1.3
C -0.542751 -0.730804 -1.529713 -2.2 1.3 1.3
O -1.792021 0.624359 0.543535 -0.1 0.2 -0.4
H -0.515826 -1.737643 1.907332 1.0 1.4 -1.6
H 1.178938 -1.486602 1.159447 -1.2 1.0 0.6
H 0.304991 -0.281548 2.362905 0.5 -0.4 -1.0
H 0.203127 2.165445 -0.781478 0.6 0.1 0.1
H 1.023835 1.990152 0.905662 -0.9 -0.9 -2.0
H 1.812754 1.141230 -0.539783 -2.4 0.6 0.5
H -0.949222 0.182209 -2.024060 0.7 -0.6 -0.6
H 0.269984 -1.240512 -2.042156 -0.1 0.2 0.3
H -1.502696 -1.300647 -1.416215 1.1 -0.1 -0.2
```
Positions in Å, forces in eV/Å.

Structure (SMILES): CP(C)(C)=O
HOMO-LUMO gap: 0.3935 Ha
E_HOMO: -9.924 eV
Charge: 0

A cluster of 2 separate species, C3H9OPS2 in total, computed with ωB97M-V/def2-TZVPD.

Structure (XYZ):
```
16
Properties=species:S:1:pos:R:3:forces:R:3
C 1.270627 -0.858051 1.281876 0.6 2.3 1.4
C 1.194020 0.506691 -0.952642 1.5 -3.6 -0.8
C 0.535547 -0.534108 -0.056832 -0.5 -1.1 -0.2
O -1.979213 -0.881527 0.869359 -1.6 1.2 -0.1
P -1.059689 0.364733 0.324293 -0.8 -1.5 0.4
S -0.986403 1.834875 1.585454 -0.1 -0.4 -1.0
S -2.042965 0.825844 -2.832470 0.1 0.0 1.9
H 0.487339 -1.335844 1.999968 2.0 0.3 -1.2
H 2.259422 -1.388159 1.041258 -1.8 0.1 0.6
H 1.656263 0.155124 1.828615 -1.1 -2.2 -1.3
H 2.135752 0.035911 -1.264805 -0.1 0.2 -0.4
H 1.496359 1.271135 -0.363464 0.7 2.9 1.7
H 0.656846 0.820006 -1.815129 -0.6 0.2 -0.5
H 0.437529 -1.601099 -0.536948 -0.6 2.3 0.4
H -2.892891 -0.607756 1.213750 1.9 -0.4 -0.7
H -3.168542 1.392224 -2.322283 0.4 -0.2 -0.2
```
Positions in Å, forces in eV/Å.

HOMO-LUMO gap (spin up / spin down): 0.2395 / 0.2172 Ha
E_HOMO (spin up / spin down): -8.813 / -8.346 eV
Charge: 0

A cluster of 2 separate species, C3H9OS in total, computed with ωB97M-V/def2-TZVPD.

Structure (XYZ):
```
14
Properties=species:S:1:pos:R:3:forces:R:3
C 1.945205 -0.950459 2.017956 0.5 0.0 -1.3
S 2.056863 -1.358436 0.193284 -0.3 -0.2 0.5
H 2.867809 -1.319119 2.461592 -0.1 0.1 0.4
H 1.927093 0.139938 2.002659 0.0 0.0 0.7
H 1.073909 -1.371124 2.520849 0.0 0.0 0.0
C -0.898746 0.001273 -0.928317 -0.3 0.6 0.8
O -0.695735 0.414079 0.425724 0.2 0.1 -0.1
C -1.605212 1.134414 -1.627032 -0.4 0.9 -0.6
H 0.051677 -0.149671 -1.425402 0.2 -0.5 0.1
H -1.477017 -0.921171 -0.868478 -0.1 -0.1 -0.6
H 0.105456 -0.056788 0.725236 0.1 -0.1 -0.3
H -0.910675 1.964683 -1.804268 0.1 -0.1 0.2
H -1.999171 0.906587 -2.624540 0.1 -0.4 0.1
H -2.441455 1.565793 -1.069262 0.0 -0.3 0.2
```
Positions in Å, forces in eV/Å.

HOMO-LUMO gap: 0.2356 Ha
E_HOMO: -2.459 eV
Charge: -1

A cluster of 2 separate species, C3H9OS in total, computed with ωB97M-V/def2-TZVPD.

Structure (XYZ):
```
14
Properties=species:S:1:pos:R:3:forces:R:3
C -0.801803 1.180916 -1.990608 -0.5 -0.4 -0.6
O -1.775168 0.128424 -2.071380 0.8 -0.3 0.0
H -0.467543 1.376167 -3.014435 -0.2 0.3 0.0
H -1.328142 2.022971 -1.555041 0.5 0.4 0.1
H 0.111590 0.932306 -1.446618 -0.4 -0.1 0.4
C 1.517212 -0.465983 1.379367 -0.5 0.2 0.0
C 0.073635 -0.975436 1.455353 0.4 0.5 0.6
S -1.112471 0.373970 1.734413 -0.1 -0.1 -0.2
H 1.849740 0.003445 2.302496 0.0 -0.1 0.3
H 1.490412 0.346510 0.647446 0.4 -0.2 -0.2
H 2.205021 -1.267318 1.094072 0.2 0.1 -0.1
H -0.076394 -1.500683 0.531081 -0.4 -0.3 -0.8
H -0.045937 -1.737286 2.221346 0.1 -0.1 0.3
H -1.640154 -0.418003 -1.287492 -0.3 0.2 0.3
```
Positions in Å, forces in eV/Å.

HOMO-LUMO gap: 0.2366 Ha
E_HOMO: -2.434 eV
Charge: -1

A cluster of 2 separate species, C3H9OS in total, computed with ωB97M-V/def2-TZVPD.

Structure (XYZ):
```
14
Properties=species:S:1:pos:R:3:forces:R:3
C -1.255690 -0.772027 -1.051631 0.3 -0.1 0.2
C -0.921179 0.361230 -0.092064 -0.2 0.0 0.1
C -2.051722 1.379620 0.030271 0.5 -0.1 0.1
O 0.274568 1.012535 -0.496648 -0.1 0.2 0.0
H -0.420454 -1.478819 -1.063004 0.0 0.0 0.0
H -1.358031 -0.375426 -2.060752 -0.2 0.0 -0.1
H -2.160698 -1.301559 -0.744730 -0.1 0.1 -0.1
H -0.771182 -0.056837 0.911804 0.1 -0.1 0.0
H -2.957740 0.939427 0.451652 -0.1 0.0 -0.1
H -2.284656 1.823717 -0.938046 -0.1 0.1 0.0
H -1.722797 2.171229 0.708776 -0.1 0.2 0.0
H 1.026169 0.475208 -0.156068 -0.1 0.1 -0.1
S 2.181556 -1.052387 0.913534 0.2 -0.3 0.2
H 3.513513 -0.956835 0.763308 0.0 0.0 0.0
```
Positions in Å, forces in eV/Å.

HOMO-LUMO gap (spin up / spin down): 0.0749 / 0.2496 Ha
2S+1: 2
E_HOMO (spin up / spin down): 4.197 / -0.657 eV
Charge: -2

A cluster of 2 separate species, C3H9PS in total, computed with ωB97M-V/def2-TZVPD.

Structure (XYZ):
```
14
Properties=species:S:1:pos:R:3:forces:R:3
C 0.115651 1.523944 0.420730 0.0 0.0 0.0
C 1.649681 -2.151851 -0.071517 -0.1 0.2 0.0
C -0.925294 1.335115 -0.675502 -0.2 -0.3 0.0
P -1.263223 -0.444103 -1.074245 0.3 0.0 -0.3
S -2.332525 -0.928107 0.649998 0.0 0.4 0.3
H -0.221605 1.070922 1.352472 0.0 0.0 0.0
H 1.057332 1.056788 0.137286 0.1 0.0 0.0
H 0.286717 2.584275 0.595833 0.1 0.1 0.1
H 2.042475 -2.069714 -1.061088 0.1 0.0 -0.3
H 1.039016 -2.988798 0.184859 -0.3 -0.3 0.1
H 2.007833 -1.503715 0.700997 0.1 0.2 0.2
H -0.580547 1.791732 -1.608841 -0.1 -0.1 0.1
H -1.874087 1.809188 -0.398733 0.1 0.0 -0.1
H -2.524029 -2.184139 0.272797 -0.1 -0.4 -0.1
```
Positions in Å, forces in eV/Å.

HOMO-LUMO gap (spin up / spin down): 0.2997 / 0.2816 Ha
E_HOMO (spin up / spin down): -8.581 / -7.366 eV
Charge: 0

A cluster of 2 separate species, C3H9S in total, computed with ωB97M-V/def2-TZVPD.

Structure (XYZ):
```
13
Properties=species:S:1:pos:R:3:forces:R:3
C 0.507513 1.615032 0.553053 -0.5 -0.6 1.7
C -0.985051 1.229548 0.646731 -3.7 2.1 -1.9
H 0.698256 2.589027 1.089622 0.0 -1.1 -0.7
H 0.910336 1.615407 -0.458887 -0.3 0.2 0.0
H 1.012516 0.783622 1.096354 0.2 0.9 -0.3
H -1.789244 2.027637 0.984729 2.2 -0.8 -0.3
H -1.502040 1.016548 -0.339992 1.1 0.3 0.4
H -1.390459 0.394807 1.174388 1.0 -0.9 1.0
C 0.559267 -2.149631 -0.854303 -0.9 0.4 -1.0
S 0.035788 -3.340330 -2.180316 0.0 0.9 0.9
H 1.594690 -1.912693 -1.105567 -0.1 0.1 0.6
H -0.079679 -1.236932 -0.707032 0.5 -0.7 -0.9
H 0.428106 -2.632043 0.101221 0.5 -0.6 0.3
```
Positions in Å, forces in eV/Å.

HOMO-LUMO gap (spin up / spin down): 0.3774 / 0.2584 Ha
2S+1: 2
E_HOMO (spin up / spin down): -9.336 / -8.922 eV
Charge: 0

Values for largest force on an atom, eV/Å, ordered as above
2.6, 2.9, 4.0, 1.4, 0.9, 0.5, 0.5, 4.7